(1)
The ion C2H3Cl2N2 with charge +1. Source: the OMol25 dataset; level of theory: ωB97M-V/def2-TZVPD.

Last column: Löwdin charge in e.
Atoms and positions in Å:
C 0.7831 0.0591 -0.2684  -0.266
C -0.4271 0.0651 -0.0566  -0.023
N 2.0834 0.0529 -0.3669  -0.862
N -1.8481 -0.0167 0.0480  0.198
Cl 2.8144 -1.4856 0.1296  0.664
Cl 2.9047 1.5739 0.0313  0.664
H -2.2750 0.9692 -0.2447  0.266
H -2.0771 -0.2860 1.0412  0.200
H -1.9583 -0.9319 -0.3134  0.158

Force components x, y, z for each atom (eV/Å):
-3.8 0.2 1.2
2.9 0.5 -0.3
1.8 -0.1 -0.1
1.7 2.1 2.2
-0.3 1.4 -0.2
-0.6 -1.5 -0.1
0.2 -3.1 0.2
0.0 1.3 -0.5
-1.8 -0.9 -2.3

The energy relative to the best compared isomer or geometry (same formula, charge and spin) comes out at 2.886 eV. The structure (SMILES) is [NH3+]C#CN(Cl)Cl. The LUMO energy is -4.63 eV. The net charge is +1. The HOMO-LUMO gap is 8.8 eV. As for the largest force on an atom: 3.965 eV/Å.



(2)
A cluster of 2 separate species, C2H3Cl2NO in total. Source: the OMol25 dataset; level of theory: ωB97M-V/def2-TZVPD.

Last column: Löwdin charge in e.
Atoms and positions in Å:
C 0.9394 0.7471 0.6500  -0.393
C -0.2173 1.0878 0.0337  0.058
N -0.3577 -1.5056 -1.0108  -0.929
O 1.0173 -0.1740 1.5227  -0.167
Cl 0.2940 -2.0649 0.3440  0.738
Cl -2.0486 -1.7464 -1.1494  0.470
H 1.8086 1.2973 0.2437  0.118
H -1.1182 0.7348 0.3005  0.008
H -0.3176 1.6240 -0.9344  0.096

Force components x, y, z for each atom (eV/Å):
1.7 -0.3 0.8
0.2 1.4 -2.9
-0.1 0.7 -1.1
0.2 2.2 -0.2
-0.1 -1.8 0.2
0.0 0.0 0.3
0.3 -0.7 0.4
-3.0 -1.5 1.4
0.8 0.0 1.0

The energy relative to the best compared isomer or geometry (same formula, charge and spin) comes out at 6.376 eV. The LUMO energy (alpha / beta) is -1.31 / -1.77 eV. The net charge is 0. The HOMO-LUMO gap (alpha / beta) is 8.5 / 7.7 eV. As for the largest force on an atom: 3.617 eV/Å.



(3)
The molecule C2H3Cl2NS. Source: the OMol25 dataset; level of theory: ωB97M-V/def2-TZVPD.

Last column: Löwdin charge in e.
Atoms and positions in Å:
C 0.3307 -0.2301 1.3539  -0.369
C -1.0173 -0.0297 0.6311  -1.074
H 1.0067 0.1366 -1.3374  -0.175
H 0.1667 -0.6160 2.3730  0.111
H -1.8376 0.0105 1.3257  0.042
N 1.5448 -0.1932 0.9606  -0.410
S 2.1306 0.0237 -0.5859  0.728
Cl -1.0781 1.5553 -0.2183  0.553
Cl -1.2819 -1.3788 -0.4653  0.595

Force components x, y, z for each atom (eV/Å):
0.0 -0.4 0.2
1.4 0.6 -0.2
0.2 0.0 0.1
0.2 0.5 -0.2
-0.1 -0.2 0.3
-1.2 -0.2 0.0
-0.3 0.2 0.0
0.0 -0.3 0.1
-0.2 -0.2 -0.3

The energy relative to the best compared isomer or geometry (same formula, charge and spin) comes out at 0.857 eV. The structure (SMILES) is S/N=C\C(Cl)Cl. The LUMO energy is 0.31 eV. The net charge is 0. The HOMO-LUMO gap is 9.6 eV. As for the largest force on an atom: 1.499 eV/Å.



(4)
The molecule C2H3Cl2NSi. Source: the OMol25 dataset; level of theory: ωB97M-V/def2-TZVPD.

Last column: Löwdin charge in e.
Atoms and positions in Å:
C 0.4292 -1.4318 -0.8095  -0.347
C -0.4075 -0.3045 -0.4456  -0.307
N 1.1313 -2.3373 -0.9612  0.148
Si -0.0701 -0.0128 1.3833  -0.202
Cl -0.6643 -1.7090 2.2524  0.384
Cl -1.2445 1.5951 1.9309  0.257
H -1.3595 -0.5461 -0.7186  0.058
H -0.0101 0.5065 -0.9613  0.064
H 1.1295 0.6599 1.5851  -0.054

Force components x, y, z for each atom (eV/Å):
0.9 -1.2 0.0
2.7 -1.0 1.4
-0.5 0.7 -0.1
-2.3 0.7 -0.9
0.2 -0.5 0.7
-0.4 -0.2 0.1
-2.9 -0.2 -0.5
0.3 1.8 -1.1
2.0 -0.1 0.4

The energy relative to the best compared isomer or geometry (same formula, charge and spin) comes out at 0.507 eV. The structure (SMILES) is N#CC[SiH](Cl)Cl. The LUMO energy is 0.57 eV. The net charge is 0. The HOMO-LUMO gap is 11.8 eV. As for the largest force on an atom: 3.207 eV/Å.



(5)
The molecule C2H3Cl2PS. Source: the OMol25 dataset; level of theory: ωB97M-V/def2-TZVPD.

Last column: Löwdin charge in e.
Atoms and positions in Å:
C -1.2976 -0.9594 -0.1715  -0.058
C -0.0122 -0.6510 -0.2673  -0.395
P 0.7626 0.9808 0.2788  -0.330
S -0.5767 2.2128 1.1581  0.301
Cl 2.4844 0.5209 1.2754  0.131
Cl 1.4344 1.5964 -1.5608  0.169
H -1.6202 -2.0806 -0.4374  0.116
H -1.9835 -0.4054 0.3993  0.017
H 0.8088 -1.2146 -0.6744  0.049

Force components x, y, z for each atom (eV/Å):
0.8 -4.0 -0.4
0.1 1.9 0.6
-0.1 -1.2 -1.9
-2.5 1.3 1.0
2.3 -1.3 1.5
-0.1 0.1 -1.0
0.6 2.8 0.4
-0.9 0.9 0.3
-0.2 -0.6 -0.3

The energy relative to the best compared isomer or geometry (same formula, charge and spin) comes out at 0.741 eV. The expectation value of S² is 2.01. The LUMO energy (alpha / beta) is 0.10 / -3.51 eV. The net charge is 0. The HOMO-LUMO gap (alpha / beta) is 5.7 / 6.8 eV. The spin multiplicity is 3. As for the largest force on an atom: 4.121 eV/Å.



(6)
The molecule C2H3Cl3N2. Source: the OMol25 dataset; level of theory: ωB97M-V/def2-TZVPD.

Last column: Löwdin charge in e.
Atoms and positions in Å:
C -0.1069 0.3090 0.4246  -0.641
C 0.6252 -0.3005 -0.8013  -1.418
H -1.9269 0.4662 1.2852  0.112
H -1.9539 -0.3325 -0.2727  0.060
H 1.5286 0.9549 1.2005  0.009
N -1.4373 -0.0531 0.5528  0.091
N 0.5257 0.8352 1.4037  0.108
Cl -0.3854 -0.1710 -2.3391  0.537
Cl 2.2847 0.3588 -0.9804  0.588
Cl 0.8463 -2.0670 -0.4734  0.553

Force components x, y, z for each atom (eV/Å):
0.4 -0.6 1.1
0.0 -0.7 -0.4
0.2 -0.5 -0.5
0.1 0.3 0.3
-0.7 -0.1 0.1
0.4 0.6 -0.1
-0.1 0.1 -1.0
0.9 0.2 1.0
-1.0 0.0 -0.4
-0.3 0.5 -0.1

The energy relative to the best compared isomer or geometry (same formula, charge and spin) comes out at 0.039 eV. The structure (SMILES) is [H]/N=C(/N)C(Cl)(Cl)Cl. The LUMO energy is 0.29 eV. The net charge is 0. The HOMO-LUMO gap is 10.2 eV. As for the largest force on an atom: 1.407 eV/Å.



(7)
A structure of composition C2H3Cl3O3. Source: the OMol25 dataset; level of theory: ωB97M-V/def2-TZVPD.

Last column: Löwdin charge in e.
Atoms and positions in Å:
C 0.0112 -0.0979 -0.0725  0.010
C 0.4122 1.0143 -1.0923  -0.740
O 0.2595 0.6567 -2.3716  -0.496
O 1.5832 1.6130 -0.8895  -0.526
O -0.6698 2.4269 -0.7314  -0.735
Cl 0.6251 1.7212 -3.6187  0.780
Cl 1.8040 2.5492 0.4627  0.805
Cl -2.2154 1.9908 -1.1988  0.588
H -0.3514 -0.7954 -0.8473  0.090
H 1.0067 -0.2102 0.4731  0.104
H -0.8164 0.1341 0.7138  0.119

Force components x, y, z for each atom (eV/Å):
0.1 1.4 -0.3
-2.9 3.0 2.5
-0.4 -1.0 0.2
1.6 0.4 -1.0
1.1 -2.2 -1.0
0.1 0.3 0.4
-0.1 -0.1 0.4
0.2 0.1 0.1
0.4 -1.0 1.3
-1.5 -0.9 -0.8
1.5 0.0 -1.9

The energy relative to the best compared isomer or geometry (same formula, charge and spin) comes out at 0.000 eV. The LUMO energy is -0.64 eV. The net charge is 0. The HOMO-LUMO gap is 8.9 eV. As for the largest force on an atom: 4.861 eV/Å.



(8)
A cluster of 2 separate species, C2H3Cl3O4 in total. Source: the OMol25 dataset; level of theory: ωB97M-V/def2-TZVPD.

Last column: Löwdin charge in e.
Atoms and positions in Å:
C 0.7506 -0.0578 0.7871  -0.365
C 2.0879 -0.0624 0.1142  -1.621
Cl 3.3571 -0.0742 1.3371  0.627
Cl 2.2415 -1.4921 -0.8942  0.639
Cl 2.2575 1.3742 -0.8830  0.638
O -0.3267 -0.0504 -0.1258  -0.113
O -1.4882 -0.1347 0.5555  0.029
H 0.6197 -0.9500 1.4113  0.133
H 0.6278 0.8285 1.4211  0.135
H -2.8130 0.0261 -0.5934  0.034
O -3.7177 0.0173 -0.9762  -0.062
O -3.5964 0.5755 -2.1537  -0.074

Force components x, y, z for each atom (eV/Å):
-0.5 -0.1 2.0
0.2 0.0 -0.6
-0.1 0.0 0.3
0.0 -0.4 -0.2
0.0 0.4 -0.2
-2.0 -0.1 -0.1
2.0 0.1 -0.8
0.3 0.1 -0.1
0.3 -0.1 -0.1
-0.1 -0.1 0.1
-0.1 -0.1 0.2
0.0 0.2 -0.4

The energy relative to the best compared isomer or geometry (same formula, charge and spin) comes out at 0.332 eV. The LUMO energy (alpha / beta) is -2.41 / -0.05 eV. The net charge is 0. The HOMO-LUMO gap (alpha / beta) is 8.0 / 9.8 eV. As for the largest force on an atom: 2.175 eV/Å.



(9)
The ion C2H3Cl3OP with charge +1. Source: the OMol25 dataset; level of theory: ωB97M-V/def2-TZVPD.

Last column: Löwdin charge in e.
Atoms and positions in Å:
C 0.3818 -0.1133 0.2901  -0.068
C -0.5864 0.9783 0.2427  -0.463
O 0.7221 1.2076 -0.0030  0.172
P -1.0643 1.3191 1.9513  -0.203
Cl 0.5229 1.4584 3.2801  0.310
Cl -1.9944 3.0507 1.8350  0.428
Cl -2.3534 -0.0861 2.6363  0.355
H 0.5162 -0.5267 1.3374  0.139
H 0.3883 -0.8733 -0.3647  0.112
H -1.4499 1.0105 -0.5961  0.218

Force components x, y, z for each atom (eV/Å):
-0.3 -0.1 4.5
-4.0 -0.5 -3.6
0.7 0.3 -1.1
-2.2 0.0 1.8
2.9 0.4 2.2
-0.4 0.4 -0.5
-0.3 0.0 -0.8
0.5 0.9 -0.7
0.8 -2.1 -3.1
2.3 0.7 1.4

The energy relative to the best compared isomer or geometry (same formula, charge and spin) comes out at 1.716 eV. The expectation value of S² is 2.01. The LUMO energy (alpha / beta) is -4.43 / -10.76 eV. The net charge is +1. The HOMO-LUMO gap (alpha / beta) is 6.4 / 5.0 eV. The spin multiplicity is 3. As for the largest force on an atom: 5.354 eV/Å.



(10)
A cluster of 2 separate species, C2H3Cl3OSi in total. Source: the OMol25 dataset; level of theory: ωB97M-V/def2-TZVPD.

Last column: Löwdin charge in e.
Atoms and positions in Å:
C -2.7404 0.4565 -0.2101  -0.307
C -2.1477 -0.0478 0.8590  -0.020
O -3.1252 1.0187 -1.1251  0.187
Si 2.3153 -0.1484 -0.4605  -0.777
Cl 3.5635 -1.6944 -0.1572  0.274
Cl 2.8465 1.0482 -2.0112  0.277
Cl 2.2687 0.8873 1.2325  0.309
H -2.3645 0.4670 1.7988  0.058
H 1.1448 -0.8593 -0.7450  -0.091
H -1.7610 -1.1279 0.8190  0.089

Force components x, y, z for each atom (eV/Å):
1.4 -0.5 1.6
-0.1 -1.7 -0.1
-0.9 0.5 -1.4
0.8 0.0 -0.4
0.8 -0.4 -0.1
0.1 0.0 0.0
-0.2 0.7 0.8
0.3 -0.3 -0.3
-1.5 -0.2 -0.3
-0.7 2.0 0.1

The energy relative to the best compared isomer or geometry (same formula, charge and spin) comes out at 0.000 eV. The structure (SMILES) is Cl[SiH](Cl)Cl.C=C=O. The LUMO energy is 0.53 eV. The net charge is 0. The HOMO-LUMO gap is 9.9 eV. As for the largest force on an atom: 2.205 eV/Å.